# 1
DFT (ωB97M-V/def2-TZVPD) results for the molecule C18H23ClN4O5.

```
51
Properties=species:S:1:pos:R:3:nbo_charge:R:1
C 0.42 -3.45 0.03 -0.62
C 1.19 -2.60 1.03 -0.08
O 2.47 -2.32 0.48 -0.56
C 3.39 -1.72 1.37 -0.06
C 3.13 -0.23 1.64 -0.45
C 3.19 0.61 0.36 -0.23
N 2.09 0.27 -0.51 -0.61
C 0.98 1.01 -0.56 0.70
O 0.88 2.15 -0.13 -0.66
C -0.22 0.35 -1.28 -0.17
N -1.40 0.84 -0.59 -0.60
C -2.24 0.00 0.04 0.69
O -2.28 -1.19 -0.14 -0.64
C -3.17 0.69 1.05 -0.48
C -2.78 0.18 2.45 -0.14
N -3.51 0.81 3.51 -0.62
C -2.73 1.53 4.35 0.79
O -3.05 2.18 5.30 -0.60
N -1.41 1.34 3.89 -0.65
C -1.33 0.55 2.79 0.69
O -0.33 0.22 2.21 -0.59
C -0.21 0.71 -2.74 -0.04
C -0.23 2.05 -3.12 -0.20
C -0.23 2.40 -4.46 -0.21
C -0.21 1.40 -5.42 -0.04
Cl -0.21 1.82 -7.10 0.01
C -0.19 0.06 -5.06 -0.25
C -0.19 -0.27 -3.71 -0.13
H -0.62 -3.52 0.33 0.23
H 0.85 -4.44 -0.04 0.21
H 0.47 -2.99 -0.95 0.20
H 0.65 -1.67 1.24 0.19
H 1.31 -3.14 1.98 0.17
H 4.36 -1.84 0.89 0.18
H 3.40 -2.26 2.33 0.17
H 3.89 0.13 2.34 0.21
H 2.15 -0.09 2.10 0.23
H 3.11 1.67 0.59 0.23
H 4.13 0.42 -0.17 0.19
H 2.04 -0.72 -0.75 0.42
H -0.20 -0.74 -1.15 0.24
H -1.29 1.79 -0.27 0.42
H -3.08 1.77 1.00 0.22
H -4.20 0.39 0.84 0.24
H -2.89 -0.92 2.46 0.24
H -4.51 0.79 3.59 0.42
H -0.61 1.76 4.35 0.43
H -0.23 2.82 -2.37 0.23
H -0.24 3.43 -4.76 0.23
H -0.18 -0.71 -5.81 0.23
H -0.18 -1.31 -3.43 0.21
```

Orbital gap: 9.5 eV
SMILES: CCOCCCNC(=O)[C@@H](NC(=O)C[C@@H]1NC(=O)NC1=O)c1ccc(Cl)cc1
Molecular weight: 410.9 g mol⁻¹

# 2
DFT (ωB97M-V/def2-TZVPD) results for the molecule C4H4O2.

```
10
Properties=species:S:1:pos:R:3:nbo_charge:R:1
O -2.89 -0.92 -0.30 -0.47
C -2.28 -0.03 -0.85 0.36
C -0.87 0.15 -0.56 -0.15
C 0.23 0.02 -0.08 0.06
C 1.44 -0.27 0.69 -0.14
O 1.77 0.74 1.62 -0.70
H -2.77 0.65 -1.57 0.14
H 1.23 -1.21 1.21 0.20
H 2.30 -0.45 0.03 0.21
H 1.07 1.39 1.64 0.48
```

Orbital gap: 10.2 eV
SMILES: O=CC#CCO
Molecular weight: 84.1 g mol⁻¹
Energy relative to the best compared isomer or geometry (same formula, charge and spin): 51.8 kcal/mol

# 3
DFT (ωB97M-V/def2-TZVPD) results for a structure of composition C2H4N2OS.

```
10
Properties=species:S:1:pos:R:3:nbo_charge:R:1
C 0.52 0.19 0.64 0.63
C -0.34 -0.44 -1.37 -0.23
H 2.08 0.05 1.17 0.34
H -1.20 0.48 1.75 0.44
H -0.70 -1.47 -0.91 0.22
H -0.15 -0.26 -2.49 0.24
N 1.25 0.56 1.61 -0.70
N -0.77 0.09 0.86 -0.77
O 0.82 0.07 -0.72 -0.51
S -1.52 0.73 -0.54 0.32
```

Orbital gap: 9.4 eV
Molecular weight: 104.1 g mol⁻¹
Energy relative to the best compared isomer or geometry (same formula, charge and spin): 76.6 kcal/mol

# 4
DFT (ωB97M-V/def2-TZVPD) results for a structure of composition C6H16N2OW.

```
26
Properties=species:S:1:pos:R:3:nbo_charge:R:1
W -0.57 -0.06 -0.45 1.58
N -0.76 0.05 1.72 -0.82
C 0.49 -0.24 2.45 -0.25
C 1.72 0.35 1.80 -0.47
C 1.64 1.68 1.05 -0.24
N 0.80 1.58 -0.18 -0.86
H -1.05 0.98 2.03 0.42
H -1.54 -0.49 2.07 0.44
H 0.57 -1.31 2.55 0.25
H 0.31 0.04 3.49 0.25
H 2.20 -0.40 1.12 0.23
H 2.50 0.47 2.62 0.30
H 2.61 2.02 0.76 0.26
H 1.23 2.47 1.69 0.23
H 1.40 1.58 -1.03 0.44
H 0.26 2.44 -0.35 0.44
C -0.66 -2.69 -2.56 -0.76
C -0.69 -1.85 -1.41 0.38
O -1.05 -2.11 -0.23 -0.50
H -1.55 -2.44 -3.17 0.32
H -0.73 -3.74 -2.30 0.29
H 0.23 -2.42 -3.16 0.29
C -1.71 0.93 -1.81 -1.04
H -1.81 2.01 -1.92 0.27
H -2.77 0.54 -2.02 0.29
H -1.09 0.65 -2.74 0.28
```

Charge: +2
Spin multiplicity: 3
Orbital gap (spin up / spin down): 7.7 / 9.1 eV
Molecular weight: 316.0 g mol⁻¹

# 5
DFT (ωB97M-V/def2-TZVPD) results for a cluster of 2 separate species, C4H7I in total.

```
12
Properties=species:S:1:pos:R:3:nbo_charge:R:1
C 0.84 1.77 0.41 -0.47
C -0.06 1.41 -0.45 -0.11
C -0.66 -1.59 0.17 -0.68
C -1.20 -0.41 -0.54 -0.34
I -3.12 0.16 0.06 0.13
H 1.13 2.80 0.58 0.21
H 1.47 1.04 0.87 0.20
H -0.68 2.02 -1.04 0.17
H -1.14 -2.58 -0.07 0.22
H 0.30 -1.65 -0.15 0.22
H -0.56 -1.45 1.19 0.22
H -1.12 -0.40 -1.68 0.22
```

Orbital gap: 9.4 eV
Molecular weight: 182.0 g mol⁻¹
Energy relative to the best compared isomer or geometry (same formula, charge and spin): 53.4 kcal/mol

# 6
DFT (ωB97M-V/def2-TZVPD) results for a structure of composition C33H38AsAuN2SSb2.

```
78
Properties=species:S:1:pos:R:3:nbo_charge:R:1
Au -0.10 -0.03 -0.03 0.68
C -1.35 -1.18 4.63 -0.92
Sb -0.98 -0.98 2.52 1.10
C 1.04 -1.72 2.66 -0.99
C -1.72 -3.00 1.92 -0.71
C -3.19 -3.06 1.81 -0.07
C -3.97 -3.20 2.96 -0.20
C -5.35 -3.25 2.91 -0.19
C -6.00 -3.12 1.69 -0.19
C -5.25 -2.97 0.53 -0.19
C -3.85 -2.97 0.57 -0.08
C -3.07 -2.92 -0.68 -0.69
Sb -2.35 -0.91 -1.09 1.16
C -2.27 -1.06 -3.21 -0.98
C -4.18 0.18 -0.93 -0.96
H -2.38 -0.91 4.87 0.25
H -0.68 -0.51 5.16 0.24
H -1.15 -2.21 4.92 0.25
H 1.01 -2.72 3.11 0.24
H 1.64 -1.07 3.30 0.24
H 1.50 -1.78 1.68 0.23
H -1.34 -3.62 2.73 0.25
H -1.16 -3.19 1.01 0.23
H -3.46 -3.31 3.92 0.21
H -5.92 -3.39 3.81 0.23
H -7.08 -3.15 1.63 0.24
H -5.75 -2.90 -0.42 0.22
H -3.67 -3.16 -1.55 0.25
H -2.20 -3.58 -0.66 0.23
H -3.23 -1.43 -3.57 0.25
H -1.47 -1.74 -3.52 0.24
H -2.08 -0.08 -3.64 0.25
H -4.89 -0.28 -1.61 0.25
H -4.01 1.21 -1.23 0.25
H -4.55 0.15 0.09 0.26
S 1.00 0.63 -2.37 0.11
C 1.83 -0.70 -3.08 -0.24
C 2.18 -0.53 -4.44 -0.15
C 2.85 -1.52 -5.11 -0.20
C 3.17 -2.71 -4.46 -0.12
C 2.81 -2.90 -3.12 -0.14
C 2.17 -1.90 -2.40 -0.33
As 1.74 -2.22 -0.53 0.84
C 3.32 -1.56 0.38 -0.38
C 3.58 -2.03 1.67 -0.22
C 4.70 -1.59 2.36 -0.19
C 5.55 -0.66 1.78 -0.19
C 5.29 -0.18 0.50 -0.23
C 4.18 -0.63 -0.20 -0.17
C 1.97 -4.14 -0.36 -0.37
C 3.21 -4.72 -0.08 -0.22
C 3.33 -6.10 -0.01 -0.19
C 2.22 -6.91 -0.23 -0.17
C 0.99 -6.34 -0.51 -0.22
C 0.86 -4.96 -0.57 -0.15
H 1.92 0.39 -4.93 0.24
H 3.13 -1.38 -6.15 0.25
H 3.71 -3.49 -4.98 0.24
H 3.07 -3.83 -2.63 0.23
H 2.92 -2.76 2.12 0.23
H 4.92 -1.99 3.34 0.23
H 6.42 -0.31 2.32 0.23
H 5.96 0.54 0.05 0.23
H 4.00 -0.28 -1.21 0.20
H 4.09 -4.10 0.07 0.23
H 4.29 -6.55 0.21 0.24
H 2.32 -7.98 -0.17 0.24
H 0.13 -6.97 -0.68 0.23
H -0.10 -4.51 -0.78 0.19
N 2.93 2.70 1.37 -0.48
C 2.31 2.56 2.58 -0.05
C 1.28 1.69 2.37 -0.09
N 1.29 1.30 1.05 -0.60
C 2.29 1.93 0.47 0.22
H 3.73 3.29 1.18 0.45
H 2.63 3.08 3.46 0.25
H 0.55 1.34 3.07 0.22
H 2.55 1.87 -0.57 0.23
```

Charge: +2
Spin multiplicity: 3
Orbital gap (spin up / spin down): 8.2 / 4.9 eV
Molecular weight: 1010.2 g mol⁻¹